Formula: C6H12O
Source: the Open Molecules 2025 dataset
Level of theory: wB97M-V/def2-TZVPD

Summary:
HOMO energy ... -9.631 eV
SMILES ... CCC(C=O)CC
Energy above the lowest of the compared OMol25 structures with the same formula, charge and spin ... 0.566 eV
Largest force on an atom ... 0.50 eV/Å

Geometry (Å):
C  -2.15478  -1.10349  0.56343
C  -1.21647  -0.66939  -0.56252
C  -0.12280  0.31987  -0.10866
C  -0.17836  1.61262  -0.90910
O  0.70499  2.43255  -0.98078
C  1.27953  -0.31154  -0.10762
C  2.33483  0.47763  0.66091
H  -2.89701  -1.82708  0.20862
H  -1.60005  -1.57326  1.38460
H  -2.69875  -0.24523  0.97608
H  -0.73708  -1.55574  -0.99539
H  -1.81781  -0.22829  -1.36956
H  -0.34697  0.63348  0.92633
H  -1.13528  1.78818  -1.45166
H  1.59844  -0.45676  -1.14847
H  1.18587  -1.31465  0.32741
H  3.29444  -0.04901  0.64891
H  2.03880  0.60016  1.71099
H  2.46848  1.46995  0.22648

Formula: C4H5NO
Source: the Open Molecules 2025 dataset
Level of theory: wB97M-V/def2-TZVPD

Summary:
HOMO energy ... -9.173 eV
SMILES ... Cc1ncco1
Energy above the lowest of the compared OMol25 structures with the same formula, charge and spin ... 0.292 eV
Largest force on an atom ... 0.31 eV/Å

Geometry (Å):
C  1.84404  0.06221  0.06437
C  0.36133  0.15409  0.13587
N  -0.41063  1.15977  -0.11364
C  -1.68361  0.60880  -0.17081
C  -1.60528  -0.71688  0.06678
O  -0.29378  -1.02113  0.27915
H  2.19593  -0.81422  0.61359
H  2.32904  0.96677  0.43539
H  2.11098  -0.06196  -0.99125
H  -2.55068  1.20556  -0.41561
H  -2.29735  -1.54301  0.09618

Formula: C2H5P
Source: the Open Molecules 2025 dataset
Level of theory: wB97M-V/def2-TZVPD

Summary:
HOMO energy ... -8.135 eV
SMILES ... C=[PH]=C
Energy above the lowest of the compared OMol25 structures with the same formula, charge and spin ... 3.328 eV
Largest force on an atom ... 3.65 eV/Å

Geometry (Å):
C  -0.55337  -0.56557  -1.59561
P  0.08001  0.03302  -0.02898
C  0.18045  0.54981  1.64619
H  -0.38682  -1.67691  -1.71666
H  -1.57756  -0.15653  -1.73700
H  1.54959  -0.20636  -0.30707
H  1.33056  0.77507  1.88285
H  -0.66403  1.07649  2.14221

Formula: C31H36F5N7OPPt
Source: the Open Molecules 2025 dataset
Level of theory: wB97M-V/def2-TZVPD

Summary:
HOMO energy ... -2.362 eV
Charge ... -1
Energy above the lowest of the compared OMol25 structures with the same formula, charge and spin ... 4.167 eV
Largest force on an atom ... 4.87 eV/Å

Geometry (Å):
Pt  -0.17242  -0.67204  -0.26829
N  2.50049  -0.02379  -0.96783
C  2.16677  -1.07922  -1.80045
C  2.85732  -1.26681  -2.99121
C  2.63097  -2.41712  -3.73280
C  1.73833  -3.36461  -3.21951
C  1.04515  -3.07467  -2.06875
N  1.20651  -1.93580  -1.37645
C  2.45890  -0.08951  0.41776
C  3.44604  0.54545  1.17210
C  3.49840  0.31146  2.53057
C  2.57739  -0.57521  3.09581
C  1.56458  -1.06604  2.30172
N  1.48483  -0.81542  0.99394
H  3.15804  0.63686  -1.35320
H  3.58449  -0.53579  -3.31431
H  3.16421  -2.59438  -4.65453
H  1.57622  -4.30468  -3.72545
H  0.34355  -3.78390  -1.65216
H  4.15179  1.19932  0.68066
H  4.24956  0.78313  3.14706
H  2.61738  -0.81374  4.14507
H  0.76387  -1.66756  2.70955
F  -2.18696  -1.15273  2.03183
C  -2.27423  0.14393  1.62573
C  -1.05008  0.71234  1.01622
C  -1.35059  2.00396  0.35966
F  -0.39921  2.48553  -0.47503
C  -2.46694  2.73764  0.63454
F  -2.64880  3.95748  0.08336
C  -3.47937  2.21349  1.45422
F  -4.56917  2.95963  1.75801
C  -3.38312  0.88584  1.90139
F  -4.42832  0.34162  2.56883
C  -4.03536  1.36534  -1.81211
C  -4.31466  -0.10185  -2.13778
C  -5.49955  -0.16648  -3.09376
C  -4.67222  -0.79864  -0.82424
P  -2.61694  -0.87715  -2.67463
N  -1.47269  -0.38676  -1.77783
C  -2.20474  -0.28392  -4.48977
C  -0.72654  -0.59411  -4.73752
C  -3.05939  -0.79358  -5.64971
C  -2.32398  1.24014  -4.44286
C  -2.89732  -2.80258  -2.71079
C  -2.58859  -3.29056  -1.29415
C  -4.25793  -3.31174  -3.17536
C  -1.84700  -3.38682  -3.65175
H  -4.72125  1.71948  -1.04360
H  -4.16196  2.00931  -2.67590
H  -3.01874  1.45957  -1.44001
H  -6.33738  0.35362  -2.62703
H  -5.81070  -1.18284  -3.30972
H  -5.27947  0.33398  -4.03232
H  -5.35433  -0.17533  -0.24614
H  -3.76824  -0.95097  -0.23798
H  -5.16109  -1.75608  -0.98440
H  -0.56393  -1.59231  -5.13136
H  -0.18257  -0.48051  -3.79987
H  -0.30385  0.10548  -5.45940
H  -2.85451  -1.83197  -5.89747
H  -2.83186  -0.19874  -6.53740
H  -4.12016  -0.69447  -5.44092
H  -1.86079  1.62170  -3.53652
H  -3.36150  1.55712  -4.48437
H  -1.81361  1.68680  -5.29835
H  -3.45190  -3.21531  -0.63994
H  -1.77958  -2.68394  -0.85763
H  -2.27453  -4.33518  -1.31253
H  -5.05260  -3.07665  -2.47538
H  -4.21554  -4.39889  -3.26430
H  -4.51823  -2.90896  -4.15064
H  -1.80049  -4.47085  -3.53605
H  -0.87358  -2.96981  -3.42072
H  -2.09016  -3.18406  -4.69027
O  -0.10324  0.93697  2.11632
N  0.05744  2.27800  2.40499
C  0.58154  2.52075  3.58961
C  0.92024  3.82936  3.95796
N  1.23515  4.86190  4.36469
C  0.85038  1.57704  4.59282
N  1.06274  0.80180  5.42175

Formula: C4H7NO
Source: the Open Molecules 2025 dataset
Level of theory: wB97M-V/def2-TZVPD

Summary:
HOMO energy ... -8.477 eV
Energy above the lowest of the compared OMol25 structures with the same formula, charge and spin ... 5.946 eV
Largest force on an atom ... 4.39 eV/Å

Geometry (Å):
C  -0.67235  -0.03144  -1.38587
C  0.11464  0.06846  0.06468
C  1.07089  -1.12062  0.42600
N  1.54078  0.19397  -0.04269
C  -0.67743  0.66230  1.14409
O  -0.20703  1.32895  2.03994
H  -0.23794  0.83819  -1.85598
H  -0.48526  -0.88699  -2.08379
H  -1.75860  0.03977  -1.25026
H  1.14826  -1.24824  1.52966
H  0.06941  -1.16857  -0.43713
H  1.83497  0.81604  0.72179
H  -1.76240  0.44578  1.06586